C3H6OS | ωB97M-V/def2-TZVPD

```
11
C3H6OS, DFT ωB97M-V/def2-TZVPD
S -1.14457 0.59881 1.00907
O 0.98748 -0.60462 -1.46662
C -1.47174 -0.85698 -0.03134
C 0.75079 0.77259 0.70216
C 1.20978 0.37976 -0.79180
H -0.91428 -1.68122 0.44963
H 1.46564 0.46074 1.47732
H -1.19425 -0.87574 -1.08106
H 1.93295 1.12525 -1.15754
H -2.53321 -1.10785 0.17168
H 0.91140 1.78926 0.71848
```

Its charge is 0. The frontier orbital gap is 9.48 eV. The value obtained for the HOMO energy is -8.813 eV. The calculation puts the relative energy (zero: lowest compared OMol25 entry of this formula, charge and spin) at 33.1 kcal per mole. As for the molar mass: 90.15 g mol⁻¹. As for the SMILES: CSCC=O.

---

C3H6OS2 | ωB97M-V/def2-TZVPD

```
12
C3H6OS2, DFT ωB97M-V/def2-TZVPD
S -0.50029 2.64439 -1.18857
S -0.32830 1.12219 1.33724
O 1.23345 -0.63663 -1.03821
C -0.00519 -0.04789 -1.23034
C -0.27036 1.22905 -0.42282
C -0.26481 -0.68120 1.68506
H -0.23763 0.17654 -2.27937
H 1.94036 -0.05747 -1.38221
H -1.28057 -1.07720 1.59535
H -0.00505 -0.63613 2.74877
H -0.77219 -0.78154 -0.94542
H 0.49059 -1.25411 1.12051
```

Its charge is 0. The frontier orbital gap is 8.48 eV. The value obtained for the HOMO energy is -8.702 eV. The calculation puts the relative energy (zero: lowest compared OMol25 entry of this formula, charge and spin) at 24.2 kcal per mole. As for the molar mass: 122.21 g mol⁻¹. As for the SMILES: CSC(=S)CO.

---

C3H6OS2 | ωB97M-V/def2-TZVPD

```
12
C3H6OS2, DFT ωB97M-V/def2-TZVPD
S -1.25829 -1.65574 0.16698
S -1.92945 0.40258 0.27145
O -2.53507 0.74034 -0.98142
C 0.14075 -1.10776 -0.80206
C 0.47857 0.43193 -0.27338
C -0.55635 1.30657 0.60456
H 0.80948 0.74737 -1.23066
H 1.53926 0.42839 0.28218
H -0.24021 -1.04323 -1.77382
H -0.34108 1.27071 1.63681
H 0.99764 -1.82654 -0.50097
H -2.93024 0.59302 1.24241
```

Its charge is 0. The frontier orbital gap is 8.47 eV. The value obtained for the HOMO energy is -8.442 eV. The calculation puts the relative energy (zero: lowest compared OMol25 entry of this formula, charge and spin) at 114.0 kcal per mole. As for the molar mass: 122.21 g mol⁻¹. As for the SMILES: O=[S@@H]1=CCCS1.

---

C3H6OS2 | ωB97M-V/def2-TZVPD

```
12
C3H6OS2, DFT ωB97M-V/def2-TZVPD
S -1.96518 0.59532 -0.53513
S 2.66394 0.11304 -0.70114
O 0.90796 1.75096 0.27476
C 0.33330 -0.55762 0.65693
C 1.28798 0.47908 0.09300
C -0.84678 -0.83927 -0.27369
H -1.48914 -1.62537 0.16476
H -0.50339 -1.16897 -1.22718
H 0.89043 -1.46618 0.79035
H -0.02418 -0.23287 1.64466
H -1.27131 1.17019 -1.56131
H 0.01636 1.78168 0.67400
```

Its charge is 0. The frontier orbital gap is 9.12 eV. The value obtained for the HOMO energy is -8.814 eV. The calculation puts the relative energy (zero: lowest compared OMol25 entry of this formula, charge and spin) at 11.2 kcal per mole. As for the molar mass: 122.21 g mol⁻¹. As for the SMILES: OC(=S)CCS.

---

C3H6OS3 | ωB97M-V/def2-TZVPD

```
13
C3H6OS3, DFT ωB97M-V/def2-TZVPD
S -1.24529 0.36280 -1.74292
S 1.96036 0.25791 -0.45590
S -2.71722 0.61285 0.95698
O 2.03992 1.91717 -0.85149
C 0.39074 -1.45974 0.89438
C -1.28633 0.31599 0.01696
C 0.21333 0.00187 0.48195
H 1.15472 -1.62337 1.67627
H -2.42076 0.86240 -1.97054
H 0.28706 0.73287 1.38185
H 0.78866 -2.05913 0.00647
H -0.56632 -1.84829 1.20072
H 1.40113 1.92668 -1.59472
```

Its charge is 0. The frontier orbital gap is 8.19 eV. The value obtained for the HOMO energy is -9.043 eV. The calculation puts the relative energy (zero: lowest compared OMol25 entry of this formula, charge and spin) at 22.8 kcal per mole. As for the molar mass: 154.28 g mol⁻¹. As for the SMILES: C[C@@H](SO)C(=S)S.

---

C3H6OS3 | ωB97M-V/def2-TZVPD

```
13
C3H6OS3, DFT ωB97M-V/def2-TZVPD
S 4.14514 0.38644 0.75639
S 0.81058 -2.07887 -0.49551
S -1.72512 -1.72479 0.84984
O 2.75965 0.79754 0.33224
C -0.36967 -0.87408 0.06839
C -1.30289 1.47229 0.10214
C -0.28081 0.41022 -0.09697
H -1.29941 2.07577 -0.73751
H 1.63056 -1.37687 -1.27058
H -1.63303 -2.75798 0.01085
H -2.25155 0.84791 0.18077
H 0.64715 0.67780 -0.68537
H -1.13062 2.14462 0.98532
```

Its charge is 0. The frontier orbital gap (spin up / spin down) is 6.53 / 6.54 eV. The value obtained for the HOMO energy (spin up / spin down) is -8.367 / -8.366 eV. The calculation puts the relative energy (zero: lowest compared OMol25 entry of this formula, charge and spin) at 39.8 kcal per mole. As for the molar mass: 154.28 g mol⁻¹. As for the SMILES: CC=C(S)S.O=S.

---

C3H6OS3 | ωB97M-V/def2-TZVPD

```
13
C3H6OS3, DFT ωB97M-V/def2-TZVPD
S -2.57160 -0.67106 -0.75118
S -0.53830 -2.61491 0.26443
S -3.87967 0.67128 0.10804
O -5.03485 -0.02600 0.66924
C -0.18861 -0.00592 0.56417
C -1.06040 0.49296 -0.56028
C 0.61579 -1.20965 0.15692
H 0.91957 -0.90676 -0.92773
H -0.62732 0.43198 -1.49033
H -1.55865 1.53711 -0.53539
H 0.45340 0.78799 0.78813
H -0.82325 -0.31321 1.48354
H 1.57700 -1.53163 0.79724
```

Its charge is 0. The frontier orbital gap (spin up / spin down) is 6.50 / 7.97 eV. The value obtained for the HOMO energy (spin up / spin down) is -8.376 / -9.074 eV. The calculation puts the relative energy (zero: lowest compared OMol25 entry of this formula, charge and spin) at 39.1 kcal per mole. As for the molar mass: 154.28 g mol⁻¹.

---

C3H6P2 | ωB97M-V/def2-TZVPD

```
11
C3H6P2, DFT ωB97M-V/def2-TZVPD
P 2.34263 0.81883 -0.13796
P 1.45293 -1.21679 -0.15728
C -1.56189 -0.69563 -0.06931
C -1.04081 0.64835 -0.15752
C -0.14218 -1.13309 -0.14841
H -2.23555 -1.18674 -0.98533
H -1.26356 1.28650 0.65135
H -2.06131 -0.91511 0.87449
H 1.68807 1.04481 1.02826
H 3.57088 0.17523 0.21559
H -0.74920 1.17363 -1.11387
```

Its charge is 0. The frontier orbital gap is 7.87 eV. The value obtained for the HOMO energy is -7.771 eV. The calculation puts the relative energy (zero: lowest compared OMol25 entry of this formula, charge and spin) at 84.0 kcal per mole. As for the molar mass: 104.03 g mol⁻¹.

---

C3H6P2 | ωB97M-V/def2-TZVPD

```
11
C3H6P2, DFT ωB97M-V/def2-TZVPD
P 0.86594 -1.34815 -0.11378
P 1.35255 0.53678 0.76522
C -1.66371 0.04636 0.82464
C 1.94175 0.01260 -0.87660
C -0.28940 0.06426 0.05416
H -0.45426 0.55965 -1.00142
H -2.01310 -1.05845 0.96836
H -2.42036 0.54603 0.22740
H 1.31459 0.45524 -1.75954
H 2.98425 -0.35831 -1.00707
H -1.61827 0.54400 1.91865
```

Its charge is 0. The frontier orbital gap is 9.68 eV. The value obtained for the HOMO energy is -8.861 eV. The calculation puts the relative energy (zero: lowest compared OMol25 entry of this formula, charge and spin) at 8.1 kcal per mole. As for the molar mass: 104.03 g mol⁻¹. As for the SMILES: CC1P2#P1C2.

---

C3H6P2 | ωB97M-V/def2-TZVPD

```
11
C3H6P2, DFT ωB97M-V/def2-TZVPD
P 0.39980 1.75599 0.08560
P -1.69140 -0.51052 -0.16712
C 1.25481 0.17382 -0.49496
C 0.67005 -1.02969 0.13673
C -1.20240 1.17483 0.16733
H 0.73495 -1.02738 1.15071
H 0.71537 -1.94558 -0.48398
H -2.01118 1.82553 0.44875
H 0.76992 0.11321 -1.46514
H -1.93758 -0.80405 1.19531
H 2.29768 0.27385 -0.57324
```

Its charge is 0. The frontier orbital gap is 8.34 eV. The value obtained for the HOMO energy is -8.246 eV. The calculation puts the relative energy (zero: lowest compared OMol25 entry of this formula, charge and spin) at 39.5 kcal per mole. As for the molar mass: 104.03 g mol⁻¹.

---

C3H6S | ωB97M-V/def2-TZVPD

```
10
C3H6S, DFT ωB97M-V/def2-TZVPD
S 2.37283 0.21201 0.00368
C -1.83237 0.34986 0.12150
C -0.46713 0.34016 0.13798
C 0.81112 -0.68821 0.15950
H 2.37591 0.30551 -1.32170
H 0.82965 -1.18308 1.12688
H -2.34061 1.29148 0.14800
H 0.71971 -1.42166 -0.63754
H -2.43029 -0.54556 0.10690
H -0.03883 1.33950 0.15480
```

Its charge is 0. The frontier orbital gap is 10.33 eV. The value obtained for the HOMO energy is -9.315 eV. The calculation puts the relative energy (zero: lowest compared OMol25 entry of this formula, charge and spin) at 18.2 kcal per mole. As for the molar mass: 74.15 g mol⁻¹. As for the SMILES: C=CCS.

---

C3H6S2 | ωB97M-V/def2-TZVPD

```
11
C3H6S2, DFT ωB97M-V/def2-TZVPD
S -1.05146 0.46329 -2.12190
S -0.03619 -2.09032 -0.84112
C -0.39903 -0.50068 -0.86894
C -0.09778 0.53481 0.26174
C 0.79396 0.07769 1.39685
H 0.30433 1.35667 -0.29031
H 1.16682 0.82678 2.04948
H 1.65838 -0.30879 0.95902
H -1.10128 0.90666 0.59527
H 0.28999 -0.83782 1.83360
H -1.52774 -0.42829 -2.97369
```

Its charge is 0. The frontier orbital gap is 8.62 eV. The value obtained for the HOMO energy is -8.742 eV. The calculation puts the relative energy (zero: lowest compared OMol25 entry of this formula, charge and spin) at 16.7 kcal per mole. As for the molar mass: 106.22 g mol⁻¹. As for the SMILES: CCC(=S)S.

---

Question: The highest relative energy (zero: lowest compared OMol25 entry of this formula, charge and spin) belongs to which entry?
Answer: number 3

---

Repeat the eighth record exactly.
C3H6P2 | ωB97M-V/def2-TZVPD

```
11
C3H6P2, DFT ωB97M-V/def2-TZVPD
P 2.34263 0.81883 -0.13796
P 1.45293 -1.21679 -0.15728
C -1.56189 -0.69563 -0.06931
C -1.04081 0.64835 -0.15752
C -0.14218 -1.13309 -0.14841
H -2.23555 -1.18674 -0.98533
H -1.26356 1.28650 0.65135
H -2.06131 -0.91511 0.87449
H 1.68807 1.04481 1.02826
H 3.57088 0.17523 0.21559
H -0.74920 1.17363 -1.11387
```

Its charge is 0. The frontier orbital gap is 7.87 eV. The value obtained for the HOMO energy is -7.771 eV. The calculation puts the relative energy (zero: lowest compared OMol25 entry of this formula, charge and spin) at 84.0 kcal per mole. As for the molar mass: 104.03 g mol⁻¹.

---

Question: charge of number 1 (C3H6OS)?
Answer: 0